#i
# CH5OS

A cluster of 2 separate species, CH5OS in total (ωB97M-V with the def2-TZVPD basis set, OMol25).

```
! wB97M-V def2-TZVPD RIJCOSX def2/J DEFGRID3
* xyz -1 1
S 0.503 -0.295 -1.811
O -0.064 2.133 0.828
C -0.068 -1.203 -0.113
H 0.864 -1.471 0.358
H -0.525 -2.075 -0.557
H -0.734 1.752 0.251
H -0.748 -0.601 0.504
H 0.773 1.759 0.540
*
```

Output
Kohn-Sham gap	0.253	Ha
highest occupied orbital energy	-2.4	eV

#ii
# CH5OS

A cluster of 2 separate species, CH5OS in total (ωB97M-V with the def2-TZVPD basis set, OMol25).

```
! wB97M-V def2-TZVPD RIJCOSX def2/J DEFGRID3
* xyz -1 1
S -2.399 -0.301 0.545
O 0.929 -0.934 -0.308
C 0.982 0.501 -0.479
H 0.336 1.010 -1.202
H 2.024 0.574 -0.855
H -0.044 -0.973 0.054
H -2.717 -0.990 1.759
H 0.888 1.114 0.486
*
```

Output
Kohn-Sham gap	0.263	Ha
highest occupied orbital energy	-2.9	eV

Ranked by calculated energy, most stable first: #i, #ii.